[1]
Computed, not measured: a 21-piece molecular cluster, H42O21 overall, with ωB97M-V/def2-TZVPD.

Each line ends with the natural charge from an NBO analysis.
CARTESIAN COORDINATES (ANGSTROEM)
O1 -2.97 -1.57 -2.41  -1.00
H1 -3.28 -1.71 -3.31  0.48
H2 -2.12 -1.03 -2.60  0.50
O2 -3.13 -4.84 -0.89  -0.94
H3 -3.04 -3.92 -0.65  0.48
H4 -2.29 -5.03 -1.25  0.46
O3 2.89 2.03 -1.79  -0.99
H5 2.47 1.18 -1.57  0.49
H6 2.73 2.62 -1.02  0.50
O4 -3.86 1.10 1.03  -0.99
H7 -4.57 1.10 1.70  0.48
H8 -3.09 0.69 1.47  0.50
O5 -0.12 2.55 -3.02  -0.96
H9 -0.17 3.04 -3.83  0.48
H10 0.82 2.40 -2.83  0.50
O6 2.79 -0.97 -1.04  -1.03
H11 2.57 -1.52 -1.81  0.50
H12 2.91 -1.48 -0.22  0.52
O7 4.78 0.98 0.26  -0.97
H13 4.34 0.52 -0.45  0.50
H14 5.20 1.70 -0.21  0.48
O8 0.02 -2.86 -1.16  -0.97
H15 -0.81 -2.46 -0.89  0.50
H16 0.59 -2.84 -0.39  0.48
O9 -3.13 1.32 -1.46  -0.97
H17 -2.71 0.57 -1.85  0.47
H18 -3.77 0.89 -0.85  0.50
O10 1.09 3.00 0.71  -1.02
H19 1.31 3.70 1.30  0.47
H20 0.18 3.18 0.36  0.53
O11 -1.61 3.32 2.73  -0.99
H21 -1.53 2.34 2.65  0.50
H22 -0.96 3.59 3.37  0.47
O12 1.63 -1.86 -3.89  -0.98
H23 1.18 -2.69 -3.68  0.50
H24 1.93 -1.83 -4.79  0.49
O13 -1.81 -1.93 3.56  -0.98
H25 -1.30 -2.18 2.76  0.49
H26 -1.49 -2.48 4.30  0.49
O14 2.98 1.34 2.37  -1.00
H27 3.68 1.21 1.72  0.51
H28 2.26 1.74 1.86  0.51
O15 3.19 -2.10 1.45  -1.00
H29 4.13 -2.18 1.42  0.47
H30 2.95 -1.69 2.32  0.52
O16 -0.66 -0.09 -2.84  -1.02
H31 0.19 -0.47 -3.14  0.51
H32 -0.74 0.81 -3.22  0.51
O17 2.28 -0.84 3.66  -1.01
H33 2.56 -0.92 4.59  0.48
H34 2.55 0.05 3.31  0.52
O18 -1.53 3.27 -0.13  -1.00
H35 -2.06 3.27 0.67  0.50
H36 -2.07 3.03 -0.89  0.51
O19 -2.53 -2.16 0.65  -0.98
H37 -2.89 -1.87 1.53  0.49
H38 -3.09 -1.62 0.05  0.49
O20 -1.34 0.60 2.22  -1.03
H39 -0.56 0.29 1.68  0.53
H40 -1.35 0.02 3.02  0.50
O21 0.12 -0.15 0.18  -1.00
H41 0.85 -0.42 -0.39  0.50
H42 -0.56 0.25 -0.43  0.50

Computed properties:
largest force on an atom = 0.0397 Eh/bohr
energy relative to the best compared isomer or geometry (same formula, charge and spin) = 66.62 kcal/mol
HOMO level = -10.446 eV

---

[2]
Computed, not measured: a 21-piece molecular cluster, H42O21 overall, with ωB97M-V/def2-TZVPD.

Each line ends with the Mulliken spin population.
CARTESIAN COORDINATES (ANGSTROEM)
O1 2.27 2.29 -1.11  0.14
H1 2.97 2.51 -0.49  0.00
H2 2.55 1.51 -1.66  0.00
O2 -0.68 0.65 0.34  0.02
H3 -0.68 1.36 1.01  0.00
H4 0.27 0.77 0.14  0.00
O3 1.47 2.99 -3.86  0.31
H5 0.99 2.19 -3.68  -0.01
H6 1.65 3.38 -2.99  -0.01
O4 -0.24 -4.41 -1.03  0.00
H7 -0.48 -3.98 -0.20  0.00
H8 0.33 -5.17 -0.94  0.00
O5 2.90 -3.14 -2.80  0.00
H9 2.17 -2.96 -2.16  0.00
H10 3.13 -2.22 -3.05  0.00
O6 -2.61 -2.41 -2.55  0.00
H11 -3.06 -1.56 -2.38  0.00
H12 -3.22 -3.13 -2.34  0.00
O7 -0.50 3.43 -1.73  0.52
H13 -0.88 3.41 -0.82  -0.02
H14 -0.72 2.57 -2.12  -0.02
O8 3.98 -2.28 0.83  0.00
H15 3.69 -2.87 0.13  0.00
H16 4.40 -2.64 1.61  0.00
O9 1.91 0.99 4.97  0.00
H17 2.75 0.72 4.59  0.00
H18 1.84 1.93 4.76  0.00
O10 2.12 -1.46 3.60  0.00
H19 2.45 -2.03 4.31  0.00
H20 1.43 -1.97 3.16  0.00
O11 -1.51 3.84 0.71  0.05
H21 -0.56 3.76 0.49  0.00
H22 -1.67 4.77 0.91  0.00
O12 1.22 3.04 1.41  0.01
H23 1.70 2.79 0.59  0.00
H24 1.21 2.20 1.92  0.00
O13 -0.29 -2.12 0.35  0.00
H25 0.21 -1.46 -0.14  0.00
H26 -1.18 -1.74 0.24  0.00
O14 -4.26 -0.28 -2.29  0.00
H27 -5.20 -0.51 -2.16  0.00
H28 -4.27 -0.11 -3.25  0.00
O15 0.36 1.00 2.80  0.00
H29 0.18 0.14 2.42  0.00
H30 0.70 0.93 3.75  0.00
O16 -1.54 -0.59 -4.24  0.00
H31 -1.17 -0.91 -5.07  0.00
H32 -1.26 -1.09 -3.47  0.00
O17 -0.45 -3.12 3.06  0.00
H33 -1.18 -3.35 3.65  0.00
H34 -0.71 -2.60 2.29  0.00
O18 -3.63 0.03 2.99  0.00
H35 -3.38 0.34 3.87  0.00
H36 -3.30 0.71 2.36  0.00
O19 0.76 0.12 -2.81  0.00
H37 -0.09 -0.38 -2.98  0.00
H38 0.46 0.95 -3.16  0.00
O20 3.03 0.47 0.34  0.02
H39 3.24 -0.41 0.71  0.00
H40 2.91 1.16 0.99  0.00
O21 -4.10 1.29 0.36  0.00
H41 -4.62 2.04 0.07  0.00
H42 -3.82 0.61 -0.26  0.00

Computed properties:
largest force on an atom = 0.0398 Eh/bohr
charge = +1
energy relative to the best compared isomer or geometry (same formula, charge and spin) = 38.99 kcal/mol
spin multiplicity = 2
HOMO level (alpha / beta) = -12.917 / -12.901 eV
⟨S²⟩ = 0.76